Record 1
DFT (ωB97M-V/def2-TZVPD) results for an isolated molecule of C6H13N2O4P.

Computed properties:
LUMO level ... 0.423 eV
Relative energy (zero: lowest compared OMol25 entry of this formula, charge and spin) ... 59.7 kJ/mol
Gap between HOMO and LUMO ... 9.051 eV
Structure (SMILES) ... [H]/N=N/C(C)=C(/C)OP(=O)(OC)OC
HOMO level ... -8.628 eV
Electronic energy ... -988.276543 hartree

Geometry as XYZ:
```
26
C6H13N2O4P | OMol25 | ωB97M-V/def2-TZVPD
C 1.800 -1.493 2.156
C -0.542 0.649 -0.095
H -3.182 1.522 0.599
H -3.871 0.499 -0.675
H 0.631 2.414 -0.060
P 2.251 0.153 0.203
O 0.601 -0.117 -0.154
C -1.816 0.179 -0.390
H -0.226 2.079 1.437
H 2.179 -1.660 3.164
H 2.340 -1.010 -2.552
C -0.314 2.057 0.348
H 3.909 -1.761 -2.142
O 2.850 -1.108 -0.550
N -3.075 -1.561 -1.042
O 2.797 1.454 -0.145
H 2.112 -2.301 1.497
C -3.008 1.093 -0.384
N -1.920 -1.138 -0.748
C 3.221 -0.949 -1.911
H 0.711 -1.442 2.169
H 3.709 0.017 -2.056
O 2.347 -0.249 1.723
H -3.005 -2.558 -1.286
H -1.118 2.719 0.048
H -2.879 1.899 -1.104
```

natural (NBO) atomic charge list, values in e, 2 entries: atom 1 (C): -0.2554, atom 2 (C): 0.4309

***

Record 2
DFT (ωB97M-V/def2-TZVPD) results for a structure of composition C32H87ClF4IN29O19PS.

Computed properties:
LUMO level ... -2.803 eV
Gap between HOMO and LUMO ... 6.546 eV
HOMO level ... -9.349 eV
Electronic energy ... -6185.792641 hartree
Charge ... +1

Geometry as XYZ:
```
175
C32H87ClF4IN29O19PS | OMol25 | ωB97M-V/def2-TZVPD
H 8.025 2.403 -9.842
N 1.297 5.017 4.962
C 5.928 -2.438 -9.047
H 3.767 5.326 4.514
H 2.602 5.991 -4.924
H -6.316 1.038 9.531
H -1.274 4.541 2.012
H 1.231 3.148 1.071
C 8.916 0.861 -10.946
H 0.331 4.783 5.094
H -0.779 -2.496 4.507
H -2.550 3.526 6.790
N -2.384 4.336 6.221
H 2.029 6.665 6.432
H 7.485 0.799 -9.501
H -2.373 -6.116 4.714
H 5.596 -3.400 -10.871
H 3.574 -1.174 -0.548
N 1.411 0.707 -8.168
C -2.897 4.485 4.962
H 4.631 6.276 3.368
H 4.049 3.716 3.953
H -1.957 -4.813 1.186
H -0.082 0.187 -2.619
C -3.831 -0.566 1.483
H 3.921 -9.417 -4.157
N -4.682 -5.700 6.914
H 7.499 -2.080 -10.392
O -1.412 -0.030 -1.127
C -1.557 -6.759 1.501
O -3.143 -2.780 2.888
H -3.800 2.609 5.097
O 8.967 -0.341 -11.149
H -7.691 -1.803 0.109
H -5.341 -5.174 6.375
H 5.088 -2.407 -5.550
H -1.836 5.092 6.585
O -4.836 2.200 6.970
H 3.254 7.306 3.193
F -5.102 -2.819 4.730
H 10.312 1.370 -12.329
H 0.050 3.545 -0.119
H -5.763 -2.552 -0.775
H -5.963 0.995 -1.380
H 5.198 1.163 1.445
N -6.668 0.538 -0.813
H -1.149 -1.402 2.616
H -5.981 2.682 9.114
O 2.313 -1.207 -8.984
H 5.181 -1.622 -4.005
H -1.224 -1.108 5.523
O -1.153 -2.904 0.551
C 2.117 4.039 4.478
H 1.610 5.943 5.184
C -3.257 0.524 2.470
C 3.530 -2.766 -4.223
C -3.480 -6.150 6.426
C -2.347 2.324 -0.439
H 0.300 1.171 1.140
N 1.567 -0.795 0.030
S -4.305 -2.094 2.397
N -2.001 -7.863 2.168
N 3.418 4.407 4.310
H 3.560 -0.401 1.823
H -0.680 -3.456 -0.103
H 2.041 -4.005 -4.833
N 8.080 1.418 -10.018
C -1.055 -0.646 3.385
O -2.695 -6.786 7.094
N -3.243 -5.816 5.117
C 2.725 1.506 1.377
N 2.908 -3.592 -5.121
H -0.784 -0.427 0.742
H -4.899 -5.921 7.868
H -7.409 0.180 -1.399
O -2.706 5.485 4.293
O 5.488 -2.219 -7.924
P -2.633 -2.652 -0.062
C 2.930 -0.349 -0.241
O 4.877 0.663 0.690
H -3.882 -5.284 4.558
H -4.153 0.898 2.954
H 0.361 -2.060 -1.226
C -0.211 4.397 1.877
C -1.825 1.489 0.746
H -3.409 -0.474 -0.510
H -2.947 -0.585 4.323
C 3.933 -7.518 -5.044
C -2.961 3.651 -0.051
H 0.480 0.958 -1.180
C 3.459 6.324 5.028
N 0.397 6.710 -2.697
F -4.111 3.622 0.634
C 0.854 -1.098 -1.220
C -0.039 0.074 -1.543
O 1.710 2.917 4.204
N -5.578 -1.581 -0.954
N 3.313 -6.955 -3.960
N -5.247 0.029 7.456
O -5.061 -3.001 1.595
H -4.784 1.048 0.515
H -7.804 -0.429 0.965
N -7.169 -1.174 0.707
O 4.123 5.550 5.699
H -1.475 -8.710 2.055
O -0.566 -6.768 0.788
H -5.750 0.435 1.787
C 0.162 3.265 0.922
C 3.540 0.287 0.972
C 1.507 6.104 -3.213
H 1.654 -1.613 0.621
H 1.136 1.284 -7.397
H 1.903 -0.402 -5.936
H -5.623 -0.683 8.053
H 0.193 4.120 2.841
H 1.608 -1.150 -2.005
N -3.637 3.423 4.529
H 3.274 -3.811 -6.033
C -5.133 0.119 0.959
N 1.792 6.417 -4.517
H 2.592 -1.842 -6.595
H 3.039 -7.465 -3.142
H -4.046 3.485 3.615
H 1.746 7.533 4.965
H -1.583 2.576 -1.152
C -6.072 -0.581 -0.048
H -0.186 7.338 -3.216
C 1.989 -0.530 -8.027
H -3.115 -5.549 2.244
H -4.793 -0.238 6.607
N 4.695 -2.227 -4.640
N 5.259 -3.209 -9.947
O 2.196 5.335 -2.565
H 0.388 -1.274 4.896
O 4.246 -6.862 -6.021
H 1.821 1.227 1.899
H -0.566 1.952 2.395
C -5.309 1.365 7.730
F -6.694 -2.117 3.526
N 2.309 6.899 5.499
H 0.165 6.506 -1.741
C -1.651 0.021 0.260
H 4.378 -3.591 -9.659
H 3.276 2.166 2.036
Cl -2.409 -2.773 -2.117
F -5.417 -0.695 4.505
N 3.798 6.679 3.754
H 4.623 -9.299 -5.732
H 1.242 7.047 -5.070
N -2.918 -0.806 0.325
N 7.112 -1.925 -9.480
O -2.804 1.655 1.787
C -5.462 -1.869 3.873
N 2.168 -0.944 -6.735
H -2.184 0.946 4.218
C -2.397 0.049 3.640
O 3.048 -2.541 -3.114
H -0.236 0.027 3.190
H -4.868 -1.368 -1.628
H 3.132 -5.971 -4.007
H -2.814 -7.871 2.755
I 0.792 6.143 1.188
H -3.144 1.797 -0.961
N 9.690 1.748 -11.639
N -5.923 1.705 8.894
H 2.987 0.395 -1.032
N -2.292 -5.619 1.676
N 4.171 -8.861 -4.952
H 9.666 2.739 -11.494
C -0.455 1.925 1.317
H 7.628 -1.358 -8.835
H 2.468 2.093 0.496
O -2.502 4.683 -0.388
C -0.655 -1.431 4.659
H 1.264 1.039 -9.103
```

Löwdin atomic charge list, values in e, 2 entries: atom 1 (H): 0.0936, atom 2 (N): 0.1679

***

Record 3
DFT (ωB97M-V/def2-TZVPD) results for a cluster of 18 separate species, C18H54N18O36 in total.

Computed properties:
LUMO level ... -0.704 eV
Relative energy (zero: lowest compared OMol25 entry of this formula, charge and spin) ... 0.0 kJ/mol
Gap between HOMO and LUMO ... 10.089 eV
HOMO level ... -10.794 eV
Electronic energy ... -4410.780242 hartree

Geometry as XYZ:
```
126
C18H54N18O36 | OMol25 | ωB97M-V/def2-TZVPD
O -0.612 -1.354 -0.791
O -0.238 4.201 1.216
C -3.089 -3.591 -0.628
O 1.908 3.036 6.866
H 7.091 -2.546 -0.642
C -3.334 -0.673 -3.291
N 1.272 -1.610 -5.409
H 3.980 2.790 4.825
C -2.697 3.852 -0.884
C 1.576 2.803 1.064
C 3.837 -0.887 1.446
H 1.765 -4.763 3.566
O -3.065 -2.241 3.057
H 1.233 2.616 2.072
N -4.238 -1.937 3.167
H 1.627 1.469 -4.207
H -6.561 0.695 -0.298
O -1.375 -1.567 -4.154
H -1.999 -0.099 0.964
N 5.897 0.237 -2.561
C 6.820 -3.524 -1.028
N 2.369 3.539 5.881
H 4.947 -0.460 -4.343
H -6.007 -2.120 4.298
C -0.359 -0.481 5.007
H -3.327 3.916 2.220
H 4.664 -0.199 1.632
H -1.215 -1.018 5.401
H 2.602 3.152 1.132
C 0.945 1.739 -3.402
O -3.385 1.734 -0.102
O 2.062 -0.776 -5.056
H -3.104 4.365 0.008
H -3.929 2.255 2.722
H -0.340 -2.106 -6.715
H 5.586 4.312 -0.908
C -6.528 1.773 -0.450
O 6.742 -0.688 -2.527
N 2.760 -0.384 2.321
C 4.565 4.644 -1.224
H -2.015 -3.467 -0.547
H 0.793 -3.599 -2.848
C 0.334 -1.304 -6.566
H 3.894 4.830 -0.404
O -7.046 1.575 -2.679
N -2.402 -0.980 -4.366
N -6.342 2.064 -1.856
N -5.377 3.730 2.806
H 1.210 -2.040 -2.064
H -0.503 0.592 1.649
O 2.385 4.749 5.705
O -4.082 -4.021 -2.694
H -3.479 3.929 -1.633
H 2.468 3.023 3.925
O -1.421 1.921 -0.968
N 5.376 -3.634 -1.378
O -1.126 1.520 -4.460
N -0.373 2.260 -3.845
O 4.000 3.593 -3.234
O 4.619 -2.736 -1.115
N 1.064 -3.676 -0.747
O -2.702 -0.563 -5.471
O 0.985 -0.171 -0.032
H -5.623 2.196 0.030
O 5.014 -4.675 -1.904
H 2.606 1.628 5.016
N -0.051 -4.460 4.540
H -4.164 -1.341 -3.334
C -0.950 -0.282 1.179
O 0.225 -3.445 5.213
O 1.265 -2.742 -4.912
H -7.450 2.293 -0.178
C 1.379 -3.102 -2.093
H 0.660 0.814 -2.915
H -4.685 -3.319 4.718
N 0.734 3.860 0.537
C 2.880 2.641 4.829
H 4.020 -1.938 1.748
N -0.158 -0.621 0.050
O 1.029 4.372 -0.541
N 4.004 3.529 -1.989
C 4.676 0.068 -3.421
H 4.565 5.432 -1.947
O -5.979 3.294 1.852
H 2.433 -3.339 -2.277
H -0.305 -0.475 -6.255
O 1.984 -1.153 2.837
H -3.540 -4.069 0.250
O 2.730 0.795 2.589
H 3.499 -0.878 0.447
O 6.014 1.193 -1.799
H 1.326 2.454 -2.689
H 7.380 -3.878 -1.862
O 3.661 2.530 -1.404
H 1.546 2.018 0.324
H -3.749 3.485 3.963
H 0.342 -5.594 2.811
H 4.330 1.075 -3.603
O -0.891 -5.251 4.887
H 0.043 -1.068 4.180
H 0.913 -1.073 -7.453
O -5.453 2.909 -2.179
H -1.728 4.241 -1.224
H -1.011 -1.202 1.815
H -3.572 0.385 -3.410
O 0.007 1.795 4.570
H -5.493 -3.530 3.228
H 0.472 -0.318 5.715
N -3.372 -4.447 -1.813
N -2.517 2.407 -0.620
H -2.728 -0.934 -2.410
O -5.935 4.354 3.706
O -4.652 -0.913 2.581
O 1.518 -3.131 0.247
O -1.746 0.921 3.734
N -0.728 0.819 4.404
C 0.709 -4.695 3.330
O -0.655 3.433 -3.616
O 0.278 -4.616 -0.787
H 3.960 -0.538 -2.843
H -3.533 -2.580 -0.813
O -2.902 -5.549 -1.830
C -3.983 3.339 2.910
H 6.920 -4.226 -0.167
H 0.513 -3.833 2.694
C -5.188 -2.764 3.927
```

Löwdin atomic charge list, values in e, 2 entries: atom 1 (O): 0.0558, atom 2 (O): 0.0537

***

Record 4
DFT (ωB97M-V/def2-TZVPD) results for a cluster of 2 separate species, C5H16N4 in total.

Computed properties:
LUMO level ... -5.838 eV
Relative energy (zero: lowest compared OMol25 entry of this formula, charge and spin) ... 1.2 kJ/mol
Gap between HOMO and LUMO ... 8.217 eV
HOMO level ... -14.055 eV
Electronic energy ... -418.505870 hartree
Charge ... +2

Geometry as XYZ:
```
25
C5H16N4 | OMol25 | ωB97M-V/def2-TZVPD
H -1.450 -1.454 -4.061
H 0.800 -0.445 10.298
H -2.154 1.889 -3.820
C -1.760 -0.445 -3.973
H -0.234 -1.652 -1.673
H -1.783 -0.980 -1.400
H 2.341 -0.646 9.690
H -0.667 2.678 -3.728
H -2.115 -0.132 -4.970
C -1.162 1.827 -4.027
H 2.737 -1.406 -5.551
N 2.542 -0.479 -5.265
H 3.299 0.183 -5.534
H -0.742 1.188 -1.194
N -0.785 -0.849 -1.322
H 1.088 -1.119 8.685
C -0.828 0.546 -3.422
H 1.436 -2.016 9.901
N 1.401 -1.005 9.692
N 0.438 0.176 -4.193
C 1.453 -0.065 -4.728
H -1.094 1.723 -5.114
H -2.649 -0.461 -3.310
H 0.730 0.452 -1.858
C -0.365 0.377 -1.829
```

natural (NBO) atomic charge list, values in e, 2 entries: atom 1 (H): 0.2362, atom 2 (H): 0.4753

***

Record 5
DFT (ωB97M-V/def2-TZVPD) results for a cluster of 8 separate species, C13H40NO8 in total.

Computed properties:
LUMO level ... 2.670 eV
Relative energy (zero: lowest compared OMol25 entry of this formula, charge and spin) ... 0.0 kJ/mol
Gap between HOMO and LUMO ... 8.527 eV
HOMO level ... -5.856 eV
Electronic energy ... -1175.983316 hartree
Charge ... -1

Geometry as XYZ:
```
62
C13H40NO8 | OMol25 | ωB97M-V/def2-TZVPD
H -1.808 3.275 -0.627
H -4.381 2.521 2.469
H -1.621 1.606 5.039
C -0.250 1.366 0.146
H 0.401 2.207 0.382
C -0.403 -2.648 -2.984
H 5.610 -2.829 -0.923
H -1.606 -0.036 4.453
H -1.930 -0.530 0.336
O -0.463 -0.407 -3.975
H 0.474 -3.840 0.047
C -2.683 1.298 3.122
H 2.439 1.077 -1.056
O 2.784 -1.886 -0.394
H 2.035 -1.289 -0.525
C -3.559 2.568 3.181
H 0.062 -0.008 -3.276
H -4.482 0.129 3.086
H -2.754 0.519 -0.733
O 2.768 -4.004 -2.123
O -0.590 2.418 2.828
C -3.507 0.119 2.588
H -3.948 2.742 4.190
H -4.517 0.974 0.866
H -0.337 1.094 -0.900
N -1.525 1.539 2.251
H 1.129 -1.735 -4.105
H -4.211 -0.757 0.658
H 0.244 0.503 0.609
H 2.942 -1.102 -1.979
H -1.488 -2.564 -2.885
C -3.818 0.164 1.088
H -0.197 -2.063 -5.149
C -2.508 0.400 0.328
H 3.658 0.792 1.072
H 3.701 -4.177 -1.989
H 3.183 -0.658 0.787
H 0.032 -2.235 -2.075
H 3.227 2.428 -1.637
H 2.000 1.752 -2.621
H -3.041 -0.844 2.799
H -2.036 3.740 1.017
O 3.150 -0.720 -2.868
C 3.817 0.513 -2.673
H 1.196 -2.478 0.119
H 4.157 0.980 -3.595
H -0.096 -3.677 -3.159
C -2.195 2.911 0.330
H 2.619 -3.117 -1.698
C 2.850 1.459 -1.996
C 0.033 -1.733 -4.136
H -3.048 0.623 5.182
O 3.334 0.004 1.518
H 4.488 -2.110 -0.146
H 0.202 1.866 2.850
O 0.476 -3.018 0.545
H -2.975 3.476 3.033
C -2.222 0.864 4.509
H -3.269 2.828 0.133
C -1.627 1.560 0.791
H 4.613 0.372 -1.934
O 5.471 -2.223 -0.192
```

natural (NBO) atomic charge list, values in e, 2 entries: atom 1 (H): 0.2067, atom 2 (H): 0.2034

***

Record 6
DFT (ωB97M-V/def2-TZVPD) results for a structure of composition C23H25F3MgN6O2S2.

Computed properties:
LUMO level ... 0.352 eV
Relative energy (zero: lowest compared OMol25 entry of this formula, charge and spin) ... 0.0 kJ/mol
Gap between HOMO and LUMO ... 7.631 eV
HOMO level ... -7.279 eV
Electronic energy ... -2666.806658 hartree

Geometry as XYZ:
```
62
C23H25F3MgN6O2S2 | OMol25 | ωB97M-V/def2-TZVPD
H -1.862 -1.009 4.270
H -0.717 1.611 -5.212
C 3.106 1.718 -3.221
H 4.153 1.902 -3.400
O -0.508 0.917 0.516
S -0.010 -2.338 -2.609
C -2.388 -3.703 -2.064
H -0.696 3.143 -0.327
C 0.672 2.819 1.276
C 1.226 5.538 1.114
C 1.033 -0.722 2.123
H 1.442 6.598 1.053
N 0.836 1.976 -3.853
H 1.561 -3.197 2.785
H -0.737 -3.177 1.789
H -0.206 5.579 -0.484
H 0.415 -1.202 5.293
C -2.052 -4.748 -3.093
C 0.385 1.350 1.310
C -3.007 -1.822 -0.201
N 0.721 -1.355 3.255
C -0.578 -3.444 2.833
C -1.512 -2.613 -1.827
N -1.872 -1.700 -0.889
C -1.193 -0.150 4.310
H 4.486 0.512 -1.325
N 1.361 0.751 -1.903
H -1.439 -3.116 3.417
F -3.017 -5.691 -3.168
H 0.283 3.049 -5.544
H -1.460 0.447 5.184
Mg -0.184 -0.430 -0.880
C 2.652 0.953 -2.099
H 0.865 -3.063 4.397
H -0.915 3.061 -4.225
N 1.050 0.626 2.171
H -3.196 -1.041 0.527
H 0.905 0.296 4.498
C -3.891 -2.858 -0.388
H 2.590 5.198 2.735
F -1.934 -4.234 -4.327
C 1.597 3.396 2.140
C 2.159 2.194 -4.057
C 0.024 3.609 0.332
S 1.485 -1.616 0.710
C 0.428 1.238 -2.753
H 2.096 2.768 2.866
C 0.264 -0.580 4.411
H -4.219 -4.647 -1.537
C 1.872 4.752 2.059
H -4.803 -2.925 0.186
H -1.355 0.455 3.418
O -0.766 1.013 -2.547
N 3.494 0.426 -1.211
F -0.912 -5.398 -2.817
H 2.410 2.773 -4.935
C 0.711 -2.817 3.346
H -0.514 -4.530 2.903
C -0.193 2.455 -4.768
C 0.302 4.966 0.250
H 3.107 -0.152 -0.466
C -3.558 -3.812 -1.348
```

natural (NBO) atomic charge list, values in e, 2 entries: atom 1 (H): 0.2037, atom 2 (H): 0.2299

***

Record 7
DFT (ωB97M-V/def2-TZVPD) results for a cluster of 2 separate species, CH3O2S2 in total.

Computed properties:
LUMO level ... 3.243 eV
Relative energy (zero: lowest compared OMol25 entry of this formula, charge and spin) ... 279.0 kJ/mol
Gap between HOMO and LUMO ... 5.830 eV
HOMO level ... -2.586 eV
Electronic energy ... -986.719470 hartree
Charge ... -1

Geometry as XYZ:
```
8
CH3O2S2 | OMol25 | ωB97M-V/def2-TZVPD
S 1.576 -1.153 3.388
H 0.772 -0.474 2.631
C -0.080 0.836 -0.900
O 0.480 -0.204 -1.699
H -0.689 1.587 -1.371
O -2.010 -0.877 -1.235
S -0.685 -0.827 -0.643
H 0.635 1.110 -0.171
```

natural (NBO) atomic charge list, values in e, 2 entries: atom 1 (S): -1.0530, atom 2 (H): 0.0575